C8H27HgO8 | ωB97M-V/def2-TZVPD

Structure (XYZ):
```
44
C8H27HgO8, DFT ωB97M-V/def2-TZVPD
Hg 3.631 12.757 14.918
C 1.728 8.899 15.198
C 2.385 10.256 15.199
O 3.618 10.430 15.113
O 1.742 11.344 15.283
H 0.700 8.952 15.556
H 2.271 8.233 15.869
H 1.774 8.467 14.198
C 1.886 3.775 15.789
O 1.663 5.154 15.559
H 2.782 3.570 16.376
H 1.066 3.309 16.335
H 1.946 3.316 14.802
H 1.518 5.641 16.374
C 1.466 8.483 11.526
O 1.492 7.093 11.574
H 1.433 8.880 10.511
H 0.751 8.956 12.198
H 2.478 8.757 11.826
H 2.258 6.814 12.081
C -1.454 11.056 15.802
O -0.520 11.494 16.780
H -2.502 11.194 16.066
H -1.322 11.551 14.840
H -1.280 9.987 15.679
H 0.374 11.511 16.430
C 5.727 8.600 17.119
O 5.946 8.763 15.723
H 4.738 8.150 17.206
H 6.425 7.971 17.672
H 5.728 9.612 17.524
H 5.225 9.258 15.328
C 4.351 6.875 13.566
O 3.235 6.032 13.417
H 4.998 6.830 12.690
H 3.951 7.855 13.825
H 4.914 6.413 14.377
H 2.917 5.848 14.304
C 1.881 6.646 18.561
O 0.856 6.764 17.621
H 2.736 7.295 18.368
H 1.510 7.091 19.484
H 2.212 5.608 18.543
H 0.028 6.801 18.106
```

Values from the calculation:
HOMO energy ... -12.07 eV
Energy above the lowest of the compared OMol25 structures with the same formula, charge and spin ... 130.6 kcal/mol
Net charge ... +1
Total energy ... -29275.39542 eV
HOMO-LUMO gap ... 2.768 eV